No. 1
Formula: C28H28AuN5O4STe
Source: the OMol25 dataset
Level of theory: wB97M-V/def2-TZVPD

Geometry as XYZ:
```
68
Properties=species:S:1:pos:R:3:forces:R:3
Au 0.177 -1.196 0.878 -0.28 -0.76 -0.26
C 4.862 3.613 -3.894 -0.41 0.24 -0.79
C 4.420 2.575 -2.882 0.08 -1.21 -0.53
C 4.144 1.197 -3.205 0.70 1.98 -0.51
C 3.944 0.264 -2.222 0.25 -1.87 -1.17
C 3.944 0.597 -0.899 -0.49 1.64 0.90
C 4.075 1.957 -0.588 0.01 0.27 1.07
C 4.351 2.933 -1.545 -0.30 -1.04 -0.20
S 3.683 -0.518 0.466 -1.93 -0.29 1.27
O 3.164 0.399 1.552 1.09 -1.53 -1.67
O 4.924 -1.249 0.653 -0.83 0.72 0.20
N 2.378 -1.499 0.158 2.30 0.97 -0.62
C 2.562 -2.832 -0.183 0.56 -0.02 0.33
C 3.708 -3.445 -0.770 -1.00 0.92 0.65
C 3.944 -4.819 -0.612 -1.41 -0.95 0.00
C 2.953 -5.709 -0.143 0.73 2.13 -0.81
C 1.678 -5.137 0.175 1.12 0.53 0.16
C 0.626 -5.985 0.538 -1.53 0.78 -0.35
C -0.548 -5.413 1.048 1.09 -1.89 -0.23
C -0.664 -4.045 1.160 -0.30 1.24 0.58
N 0.303 -3.223 0.768 0.70 -0.37 -0.44
C 1.490 -3.671 0.249 0.13 -3.26 -0.06
H 5.962 3.595 -4.089 -0.82 -0.15 0.24
H 4.606 4.635 -3.536 0.21 -0.67 -0.20
H 4.339 3.474 -4.876 0.51 0.07 0.77
H 4.156 0.853 -4.245 0.03 0.30 0.35
H 3.877 -0.781 -2.571 -0.26 0.51 0.48
H 3.967 2.265 0.463 0.18 -0.25 -0.55
H 4.502 3.963 -1.280 0.05 0.22 0.29
H 4.432 -2.778 -1.257 -0.15 -0.55 0.53
H 4.888 -5.233 -0.922 0.22 0.04 -0.08
H 3.195 -6.771 -0.077 -0.46 0.30 0.05
H 0.680 -7.046 0.235 0.05 0.55 0.80
H -1.298 -6.095 1.418 -0.41 0.26 -0.14
H -1.547 -3.514 1.591 0.73 -0.85 -0.44
Te -2.264 -1.455 -0.298 -0.09 -0.53 -0.36
O -3.168 1.030 1.653 1.54 1.12 1.01
C -3.970 0.805 0.715 -1.90 0.47 -0.79
N -3.631 0.051 -0.399 -0.45 -0.10 -0.27
C -4.766 -0.249 -1.216 -0.84 0.40 0.84
O -4.674 -0.906 -2.254 -0.45 0.37 0.77
C -5.927 0.418 -0.456 1.38 -1.16 -2.26
C -7.285 0.407 -0.752 0.60 1.14 -1.16
C -8.142 1.259 -0.047 -0.15 -1.33 -0.12
C -7.630 1.883 1.091 2.05 0.39 -0.32
C -6.253 1.910 1.333 -1.28 -0.29 1.15
C -5.362 1.162 0.575 0.79 -0.51 0.50
H -7.464 -0.071 -1.715 -0.82 -0.13 0.39
H -9.204 1.337 -0.260 0.15 -0.14 -0.15
H -8.228 2.408 1.793 -0.74 0.41 0.30
H -5.946 2.325 2.271 0.35 0.51 0.35
N -1.351 3.132 1.789 0.67 0.28 0.01
C -0.582 3.075 0.529 0.04 -0.55 -2.05
C -0.155 1.635 0.160 -0.87 -1.01 -0.31
N 0.331 0.773 1.272 0.90 1.73 1.37
C -0.324 1.033 2.597 -0.09 0.53 0.39
C -0.510 2.542 2.870 0.52 -0.05 0.64
H -2.172 2.508 1.710 -1.13 -0.97 -0.26
H -1.691 4.079 1.999 0.32 -0.36 -0.06
H 0.301 3.696 0.523 0.10 0.53 0.69
H -1.211 3.406 -0.328 0.23 -0.07 0.77
H 0.662 1.612 -0.609 -0.90 0.32 0.53
H -1.064 1.103 -0.247 0.97 0.67 0.20
H 1.391 0.805 1.370 -1.02 0.40 0.04
H 0.236 0.596 3.439 0.35 0.22 -0.60
H -1.286 0.531 2.648 -0.21 0.16 -0.42
H 0.465 3.063 2.846 -0.43 -0.15 0.09
H -1.002 2.740 3.841 0.25 -0.30 -0.52
```
Forces are in eV/Å.

## Properties
Relative energy (zero: lowest compared OMol25 entry of this formula, charge and spin) ... 0.0 kcal/mol
Electronic energy ... -66947.8075 eV
Frontier orbital gap (alpha / beta) ... 0.1442 / 0.2186 Eh
Expectation value of S² ... 2.030
Multiplicity ... 3
HOMO level (alpha / beta) ... -4.45 / -6.98 eV
E_LUMO (alpha / beta) ... -0.523 / -1.033 eV
F_max ... 3.3 eV/A

How positive or negative is each atom? The Mulliken charges in e answer that: 0.6627 -1.2955 0.9052 -1.0156 -0.0677 0.2247 -0.1331 -1.0361 1.0908 -0.8581 -0.6353 -0.3413 0.2831 -0.5069 -0.5602 -1.0782 0.9155 -0.1934 -1.0049 0.0094 -0.5175 0.3383 0.2706 0.3392 0.3422 0.3633 0.2325 0.4421 0.3640 0.2571 0.4004 0.3636 0.3737 0.3857 0.5067 0.0084 -0.9099 -0.0567 -0.0971 0.2986 -0.7140 0.2662 -0.3966 -0.6387 -0.5255 -0.3924 0.3643 0.3793 0.3682 0.3997 0.3806 0.2027 -1.0539 0.1147 -0.0830 -0.4465 -0.7913 0.0967 0.4145 0.4508 0.4031 0.2995 0.0120 0.2087 0.4536 0.3491 0.3981 0.4100

No. 2
Formula: C28H28BrCl3I2N2O5P2S
Source: the OMol25 dataset
Level of theory: wB97M-V/def2-TZVPD

Geometry as XYZ:
```
72
Properties=species:S:1:pos:R:3:forces:R:3
C 3.186 -2.853 -2.299 -0.27 0.26 0.61
C 2.651 -2.491 -1.110 0.67 -0.07 -0.03
C 2.558 -1.055 -0.563 -0.52 1.85 0.40
C 3.587 -0.388 0.237 -0.61 0.15 -0.35
C 4.877 -1.201 0.564 -0.75 0.44 -0.25
C 6.192 -0.560 0.018 -0.39 -0.57 1.19
O 7.145 -0.526 0.745 0.00 0.05 -1.01
O 6.227 -0.083 -1.305 -0.46 0.25 1.36
C 3.415 0.988 0.757 -1.55 -0.04 -1.65
P 4.691 1.840 1.814 -0.40 -1.38 1.93
S 5.076 0.776 3.422 -0.01 0.17 -0.21
C 2.173 1.734 0.476 -0.28 -1.42 -0.85
C 1.876 3.163 0.958 0.70 0.64 -0.43
I 0.376 3.330 2.516 0.80 -0.58 -0.83
C 2.494 4.265 0.428 -0.40 -1.51 0.53
C 3.544 4.132 -0.713 -0.63 0.90 -0.32
I 1.963 6.200 1.236 0.75 -0.84 -0.89
C 1.142 1.067 -0.311 0.76 -1.33 0.08
C 1.328 -0.299 -0.828 0.75 0.87 1.02
C 0.126 -0.913 -1.639 -0.11 0.80 1.00
O 0.278 -1.500 -2.674 -0.12 0.28 0.35
C -1.272 -0.626 -0.979 -0.47 0.62 0.74
C -1.449 0.748 -0.464 -0.82 -2.06 0.09
C -2.709 1.116 0.206 2.37 -0.95 -1.08
N -2.826 2.439 0.705 -2.46 -1.68 -1.41
C -3.659 3.195 0.050 -0.38 0.66 -0.08
C -5.103 3.435 0.592 0.81 -0.09 1.19
C -3.304 3.897 -1.315 -0.76 -0.18 0.53
C -3.752 0.069 0.339 0.74 -0.91 -0.92
N -4.975 0.394 1.038 1.03 0.10 -0.14
C -3.566 -1.303 -0.179 1.78 1.16 -0.38
C -4.626 -2.433 -0.014 -0.23 0.86 -0.23
Br -4.673 -2.807 1.963 0.15 -0.19 -0.58
C -6.059 -2.080 -0.617 -0.07 0.15 0.69
C -7.232 -2.027 0.438 -0.08 0.03 -0.74
C -2.301 -1.656 -0.850 -1.01 1.59 0.61
P -1.864 -3.359 -1.526 1.81 0.01 -0.07
O -1.940 -4.420 -0.201 -0.66 1.21 -0.61
Cl -3.355 -3.943 -2.903 -0.08 0.24 1.13
C -0.244 1.733 -0.631 -0.08 -1.24 0.42
O -0.355 2.875 -0.993 0.10 -0.40 0.21
H 2.896 -3.850 -2.715 0.89 0.83 0.53
H 3.879 -2.187 -2.874 -1.20 -0.50 0.29
H 2.281 -3.322 -0.450 -0.32 1.07 -0.75
H 4.927 -1.265 1.688 0.38 0.27 -1.15
H 4.815 -2.282 0.214 -0.06 2.18 -0.07
H 5.790 0.791 -1.253 0.12 -0.51 -0.43
H 5.919 2.079 1.135 -0.70 0.31 -0.44
H 4.115 3.063 2.288 0.35 -0.32 -1.09
H 3.511 3.121 -1.192 -0.01 0.79 0.64
H 3.267 4.871 -1.518 0.32 -0.67 0.77
H 4.588 4.386 -0.399 -0.90 -0.25 -0.03
H -5.371 4.507 0.761 0.09 -0.78 -0.62
H -5.808 2.892 -0.095 0.65 0.83 0.33
H -5.171 2.894 1.574 0.09 0.60 -1.01
H -4.167 4.541 -1.622 0.66 -0.59 0.16
H -2.424 4.567 -1.147 -0.56 -0.84 -0.17
H -3.097 3.152 -2.128 0.06 0.64 0.84
H -4.957 -0.109 1.928 -0.43 0.16 -0.35
H -5.809 0.182 0.497 0.34 -0.18 0.33
H -4.313 -3.400 -0.471 0.06 1.01 0.64
H -5.994 -1.078 -1.120 0.03 -0.97 0.24
H -6.294 -2.854 -1.400 0.22 0.83 0.74
H -7.391 -3.043 0.880 -0.05 0.96 -0.38
H -8.150 -1.667 -0.108 0.75 -0.58 0.61
H -7.043 -1.306 1.270 -0.05 -0.68 -0.68
H -1.310 -4.037 0.444 -0.44 -0.33 -0.22
C 6.453 -4.216 1.862 0.22 0.13 0.12
Cl 6.342 -5.391 3.175 0.06 0.04 -0.01
Cl 4.989 -4.225 0.865 0.09 -1.18 0.14
H 6.582 -3.222 2.286 -0.12 -0.07 -0.02
H 7.305 -4.465 1.236 -0.15 -0.07 0.01
```
Forces are in eV/Å.

## Properties
Electronic energy ... -195925.7255 eV
Frontier orbital gap ... 0.2642 Eh
HOMO level ... -8.33 eV
E_LUMO ... -1.137 eV
F_max ... 3.3 eV/A

How positive or negative is each atom? The Mulliken charges in e answer that: -0.8302 -0.7635 -0.0876 1.0036 0.0347 0.3011 -0.4752 -0.5348 0.4634 0.1956 -0.4150 0.4146 -1.8512 0.0896 0.5669 -1.0590 0.0527 0.8709 0.3843 -0.6331 -0.4917 -0.0150 0.7236 -0.6439 -0.2413 0.5148 -1.1827 -0.8684 0.7091 -0.2325 -0.2043 -0.6624 -0.1398 -0.6591 -1.2407 0.5780 0.4309 -0.5194 -0.2889 -0.5037 -0.4963 0.2944 0.2495 0.4976 0.3641 -0.5214 0.3757 0.1046 0.1836 0.2743 0.4027 0.3068 0.4417 0.2501 0.3029 0.3667 0.2276 0.2576 0.3214 0.2122 0.5653 0.4183 0.3189 0.3992 0.3657 0.3237 0.3587 -0.1968 -0.1634 -0.1180 0.1965 0.3257

No. 3
Formula: C28H28BrN11O4S3Zn
Source: the OMol25 dataset
Level of theory: wB97M-V/def2-TZVPD

Geometry as XYZ:
```
76
Properties=species:S:1:pos:R:3:forces:R:3
Zn 1.964 -0.013 -0.885 0.25 0.05 -0.05
S 2.341 -2.225 -0.531 -0.27 0.55 -0.76
C 3.903 -1.639 -0.025 1.62 1.32 2.33
C 5.089 -2.312 -0.546 0.06 -0.99 0.62
N 5.978 -2.896 -1.026 -1.10 1.01 0.47
C 4.089 -0.565 0.946 0.39 -1.67 -2.44
S 3.314 1.000 0.797 -0.73 -0.80 0.02
C 5.128 -0.667 1.932 -0.20 0.56 -0.78
N 5.866 -0.618 2.811 0.30 -0.25 0.28
C -2.771 -7.425 5.092 1.21 2.49 -1.79
C -3.742 -6.208 5.270 1.17 -0.15 -0.04
S -3.340 -4.947 4.059 -0.87 1.60 -0.80
O -4.607 -4.245 3.808 1.49 -0.52 0.26
O -2.600 -5.495 2.931 -0.43 0.11 0.85
C -2.179 -3.724 4.876 0.10 -1.28 -0.44
C -2.203 -2.392 4.148 0.22 1.79 -0.42
N -2.088 -2.472 2.698 0.41 -0.61 -2.40
C -1.074 -3.028 1.945 -1.77 1.46 -2.31
N -1.309 -3.016 0.582 -2.21 0.57 2.57
C -2.573 -2.451 0.493 1.22 0.61 1.40
C -3.039 -2.019 1.745 2.52 -2.56 -0.32
N -3.974 -1.072 2.013 -1.34 1.83 0.94
O -4.417 -0.481 1.026 -0.42 -0.15 0.84
O -4.259 -0.775 3.212 0.00 -0.18 -2.23
C 0.219 -3.379 2.460 1.15 -1.61 1.37
H -3.001 -8.085 5.867 -0.09 -1.46 0.92
H -1.670 -7.058 5.169 -1.87 -0.70 0.07
H -2.867 -7.831 4.046 -0.06 0.14 1.30
H -3.592 -5.690 6.250 -0.43 -0.60 -0.64
H -4.809 -6.432 5.066 0.68 0.11 0.28
H -1.196 -4.233 4.969 -0.39 0.37 -0.71
H -2.444 -3.602 5.903 -0.75 0.30 0.67
H -1.352 -1.732 4.432 -0.42 -0.65 0.45
H -3.125 -1.740 4.235 0.95 -1.36 0.70
H -3.081 -2.217 -0.416 0.02 -0.12 -0.47
H 0.210 -4.488 2.655 0.44 0.76 -0.62
H 0.302 -2.993 3.479 0.42 0.37 -0.14
H 1.056 -3.042 1.792 -0.87 -0.49 0.65
C -0.285 2.018 0.711 1.81 -0.37 -0.13
C -0.245 1.992 -0.785 -1.69 -1.84 -0.70
N 0.399 1.049 -1.501 0.03 2.10 -0.69
C 0.072 1.242 -2.878 -0.78 0.45 2.31
C -0.936 2.174 -2.917 0.04 -0.87 0.30
N -1.175 2.597 -1.590 1.23 0.81 -1.12
C -1.970 3.767 -1.231 -2.11 -0.18 -1.70
N -1.963 4.900 -2.162 1.08 1.81 -1.14
N -2.920 5.903 -1.933 -0.39 -1.17 -0.07
N -2.820 6.865 -2.767 1.04 -2.07 0.10
C -1.721 6.559 -3.567 0.82 1.83 -1.26
C -1.160 7.465 -4.543 1.61 -2.72 1.12
C 0.161 7.165 -4.943 -1.41 0.78 -0.31
C 0.807 6.023 -4.453 -0.29 -0.47 0.51
C 0.265 5.156 -3.495 0.53 -0.50 -0.90
C -1.073 5.377 -3.144 -0.91 0.93 1.32
H -0.629 1.071 1.140 -0.50 0.28 -0.30
H -0.704 2.887 1.191 -0.51 0.13 -0.15
H 0.771 2.013 0.998 0.04 0.11 0.23
H 0.647 0.687 -3.604 -0.50 0.06 -0.17
H -1.616 2.435 -3.723 0.43 0.30 0.19
H -1.733 4.139 -0.292 0.82 0.24 1.83
H -3.054 3.541 -1.226 0.57 -0.47 0.30
H -1.743 8.238 -4.960 -0.38 0.99 -0.09
H 0.702 7.833 -5.647 -0.57 -0.68 0.48
H 1.753 5.775 -4.901 0.46 0.03 0.32
H 0.897 4.331 -3.106 -0.76 0.54 -0.34
Br 4.885 3.794 -4.338 0.08 -0.45 0.57
C 4.713 2.022 -3.631 -0.70 0.02 -0.11
C 5.701 1.079 -3.798 1.33 -0.56 -0.53
C 5.397 -0.276 -3.592 0.14 1.80 -0.04
C 4.159 -0.595 -3.107 -0.75 -0.76 0.43
N 3.183 0.305 -2.873 1.08 1.27 0.71
C 3.492 1.615 -3.100 -0.14 -0.91 -0.22
H 6.737 1.378 -4.084 -1.06 -0.24 0.01
H 6.106 -1.040 -3.791 0.56 -0.45 0.11
H 4.005 -1.640 -2.800 -0.52 0.56 -0.39
H 2.753 2.365 -2.836 -0.15 -0.19 -0.16
```
Forces are in eV/Å.

## Properties
Relative energy (zero: lowest compared OMol25 entry of this formula, charge and spin) ... 55.7 kcal/mol
Electronic energy ... -205031.2123 eV
Frontier orbital gap (alpha / beta) ... 0.2415 / 0.2424 Eh
HOMO level (alpha / beta) ... -7.25 / -7.27 eV
E_LUMO (alpha / beta) ... -0.677 / -0.676 eV
F_max ... 3.6 eV/A

How positive or negative is each atom? The Mulliken charges in e answer that: 0.1264 -0.5055 0.7591 -0.0689 -0.5431 0.3836 -0.3830 -0.0667 -0.4827 -0.9595 -0.5549 1.1737 -0.6801 -0.6457 -0.9183 -0.8772 0.3242 0.7485 -0.5694 -0.5116 0.1154 1.0624 -0.6458 -0.7300 -0.8449 0.4090 0.2467 0.2750 0.3251 0.3832 0.4600 0.6982 0.4495 0.3416 0.4925 0.2612 0.3009 -0.1027 -1.0539 0.8236 0.0589 -0.7193 -0.4976 0.4304 -0.5432 0.5245 -0.7128 -0.4807 0.1951 -0.6486 -0.4201 -0.4893 -0.2047 0.6051 0.0713 0.4331 0.1568 0.5557 0.5181 0.3806 0.2272 0.4394 0.3300 0.3910 0.2922 -0.2010 -0.3044 -0.1166 -0.6097 -0.6806 0.0084 0.2364 0.3887 0.4753 0.7292 0.1652